(1)
This record from OMol25 describes a molecular structure, C24H49ClHoP2Se at a distorted geometry. The level of theory is the ωB97M-V functional and the def2-TZVPD basis.

```
78
Properties=species:S:1:pos:R:3:forces:R:3
Ho -0.569496 0.299857 -0.195118 0.831 0.009 0.911
Cl 0.930018 -1.736225 -0.511796 0.171 -0.743 -0.468
P -2.304519 -0.548681 -2.073873 -0.312 0.419 0.221
C -2.572039 -2.392109 -2.075886 -0.100 0.064 -0.511
C -3.977226 0.333055 -1.918562 0.131 -0.531 -0.471
C -1.374233 -0.122571 -3.626438 -0.498 -0.523 -0.054
C -2.417973 -3.020728 -0.686044 -0.016 -0.037 0.186
H -1.752024 -2.782059 -2.706138 -0.204 0.207 0.148
C -3.909258 -2.749363 -2.727192 -0.119 -0.301 -0.068
H -4.746849 -2.407781 -2.109823 0.077 -0.046 -0.063
H -4.001256 -3.837667 -2.830570 0.008 0.108 0.062
H -4.024668 -2.316825 -3.727078 0.004 -0.017 0.184
H -1.390658 -2.929636 -0.314656 -0.279 0.102 -0.094
H -2.659391 -4.091002 -0.741252 -0.028 0.127 -0.080
H -3.079518 -2.559844 0.058905 0.162 -0.086 -0.200
H -0.533838 -0.841417 -3.593438 -0.326 0.181 0.106
C -0.754406 1.293123 -3.638122 0.087 -0.028 -0.124
C -2.242638 -0.441876 -4.843101 0.293 0.158 -0.626
H -2.375520 -1.522007 -4.964733 -0.010 0.156 0.061
H -1.771824 -0.069687 -5.763851 -0.081 -0.069 0.078
H -3.235177 0.019063 -4.773068 0.156 -0.017 0.015
H -0.577877 1.734063 -2.642389 -0.054 -0.153 -0.264
H -1.366132 1.994241 -4.218559 0.006 -0.110 0.213
H 0.233879 1.242379 -4.122942 -0.333 0.056 0.157
C -4.401055 0.185279 -0.447525 0.061 0.055 0.183
H -4.725254 -0.160406 -2.558930 0.224 0.026 0.093
C -3.899605 1.806710 -2.325541 0.268 0.308 0.191
H -4.511167 -0.862596 -0.138492 0.044 0.221 -0.128
H -5.358293 0.691103 -0.272580 0.054 -0.055 -0.130
H -3.664504 0.653466 0.224591 -0.183 -0.158 -0.221
H -3.225066 2.364563 -1.655504 -0.189 -0.185 -0.217
H -4.886818 2.280082 -2.228825 0.130 -0.192 -0.002
H -3.558125 1.959686 -3.355437 -0.079 -0.137 0.126
H -1.481273 -0.688482 1.157223 -0.570 -0.383 1.332
H 1.000636 1.189620 -0.627532 1.342 0.954 -0.712
P 2.722656 0.208558 2.031016 -4.333 0.522 -1.789
C 4.153969 -0.039896 0.961906 1.210 -0.173 0.400
C 2.662304 1.802880 2.984058 1.227 -0.275 0.468
C 2.309992 -1.334779 2.933750 1.031 0.048 0.172
C 3.967564 0.528228 -0.465627 0.038 -0.055 0.402
H 4.239540 -1.145763 0.866998 -0.085 0.528 0.132
C 5.420635 0.483453 1.673811 0.405 -0.262 -0.544
H 5.391672 1.585048 1.767845 0.014 -0.485 0.123
H 6.295244 0.224906 1.055785 0.026 0.198 0.213
H 5.553854 0.006508 2.665003 -0.102 0.411 -0.442
H 3.169339 -0.025386 -0.975981 0.109 0.349 0.179
H 4.902912 0.411818 -1.033621 -0.080 0.020 0.124
H 3.699660 1.596011 -0.435426 0.014 -0.430 -0.102
H 2.374250 -2.090591 2.124693 0.052 0.453 0.276
C 0.867614 -1.412050 3.489728 0.131 -0.120 0.000
C 3.418956 -1.611183 3.957854 -0.330 -0.799 0.470
H 4.358040 -1.904637 3.462226 -0.244 0.254 0.155
H 3.116700 -2.452357 4.597911 0.225 0.003 0.104
H 3.599459 -0.744009 4.612407 -0.033 -0.228 -0.203
H 0.207159 -0.637857 3.081006 0.187 -0.246 0.052
H 0.853387 -1.350776 4.586179 0.059 0.101 -0.154
H 0.429182 -2.383786 3.210169 0.098 0.341 0.111
C 2.616409 2.958412 1.955326 -0.268 -0.354 0.169
H 3.598643 1.853135 3.562000 -0.151 0.446 0.192
C 1.459292 1.873667 3.949804 0.165 -0.050 -0.286
H 3.522758 2.992169 1.327451 -0.386 -0.012 0.196
H 2.510965 3.920945 2.478652 0.086 -0.194 -0.075
H 1.728239 2.803372 1.314073 0.446 0.146 0.060
H 0.527136 1.904309 3.360022 0.250 -0.168 0.335
H 1.509059 2.809322 4.533671 0.009 -0.276 -0.236
H 1.437252 1.029762 4.661513 -0.051 0.315 -0.357
Se -1.425947 2.895259 0.344055 -0.238 0.452 -0.292
C -1.438091 3.425075 2.156928 0.104 0.380 0.508
C -0.681675 4.563262 2.521986 -0.578 -0.297 0.191
C -0.865304 5.149132 3.773606 -0.059 -0.228 -0.077
C -1.774735 4.598283 4.679939 -0.107 -0.113 0.236
C -2.452600 3.411609 4.361828 0.399 0.234 -0.181
C -2.264504 2.809725 3.114306 0.041 0.428 0.069
H 0.001027 5.003992 1.796860 -0.183 -0.125 0.136
H -0.300308 6.045990 4.032907 -0.166 -0.195 -0.021
H -1.955325 5.089485 5.645241 0.126 -0.253 -0.405
H -3.133006 2.963945 5.086740 0.154 0.083 -0.165
H -2.790735 1.890516 2.854877 0.122 0.246 0.024
```
Forces are in eV/Å.

Computed properties:
2S+1: 5
E_LUMO (spin up / spin down), eV: 2.5748 / 2.5758
Orbital gap (spin up / spin down), eV: 5.81 / 5.78
Charge: -1
Largest force on an atom, eV Å⁻¹: 4.717

These are the Löwdin partial charges, in e, on atoms 1 to 2: number 1, Ho, carries 0.34; number 2, Cl, carries -0.18

---

(2)
This record from OMol25 describes a molecular structure, C24H49CoN3O3SSeSi3. The level of theory is the ωB97M-V functional and the def2-TZVPD basis.

```
85
Properties=species:S:1:pos:R:3:forces:R:3
Co 0.049151 0.879731 -1.045564 0.222 -0.070 0.137
C -0.569621 0.490142 3.707791 0.001 0.000 -0.009
C -0.730736 1.297144 2.425108 0.019 -0.032 0.020
C -2.151935 1.843058 2.331888 -0.016 -0.015 -0.032
C 0.266109 2.446524 2.400470 0.002 -0.017 -0.019
O -0.422501 0.471148 1.276859 -0.051 0.053 -0.064
Si -0.879707 -1.099559 0.907950 0.020 0.037 -0.019
S -0.058633 -1.392465 -0.968250 -0.014 0.004 0.020
O -0.427710 -2.147387 2.078851 -0.097 -0.109 -0.023
C 0.711825 -2.989612 2.317895 0.040 0.059 0.010
C 0.683941 -4.176910 1.363766 -0.001 -0.012 0.010
C 0.569349 -3.460063 3.758860 0.008 0.001 0.005
C 1.995544 -2.193009 2.138362 -0.012 -0.017 -0.006
O -2.532689 -1.070860 0.972635 -0.015 0.088 0.135
C -3.466162 -2.131037 1.228725 0.020 -0.032 -0.054
C -3.519463 -2.411832 2.726323 -0.009 -0.007 0.004
C -4.819410 -1.621265 0.750637 -0.002 -0.007 0.002
C -3.076268 -3.377720 0.442776 0.000 0.010 0.008
H -0.733168 1.136585 4.571916 -0.001 0.007 -0.008
H 0.436285 0.074984 3.769694 0.006 -0.015 0.006
H -1.283152 -0.333148 3.748316 -0.004 -0.006 0.003
H -2.373134 2.433306 3.223055 -0.008 -0.005 -0.003
H -2.876617 1.033726 2.252699 0.013 -0.020 0.005
H -2.258487 2.495765 1.464220 0.000 0.028 -0.011
H 0.078570 3.124682 3.234814 -0.002 0.002 -0.003
H 0.174313 3.008094 1.468916 0.004 -0.010 -0.012
H 1.285321 2.071223 2.475008 0.038 -0.014 -0.002
H -0.216031 -4.774612 1.518881 -0.008 0.012 0.006
H 1.550208 -4.816344 1.543998 -0.005 -0.002 -0.007
H 0.711297 -3.838174 0.328177 0.004 0.011 -0.011
H -0.363724 -4.011381 3.886390 -0.001 0.004 0.001
H 0.562837 -2.604058 4.435615 -0.002 -0.005 0.000
H 1.399048 -4.114297 4.031211 0.001 -0.001 0.000
H 2.074827 -1.830433 1.114355 0.009 0.006 -0.008
H 2.863678 -2.819785 2.350689 0.001 -0.001 0.004
H 2.014975 -1.337980 2.815525 -0.001 0.010 0.011
H -3.810650 -1.508835 3.267900 0.009 0.002 -0.008
H -2.545774 -2.738293 3.087187 0.003 0.005 -0.003
H -4.255309 -3.190192 2.937957 -0.001 0.000 0.003
H -5.072259 -0.687915 1.258209 0.003 0.001 -0.002
H -5.601242 -2.351446 0.964195 -0.003 -0.001 -0.003
H -4.800295 -1.450136 -0.327837 -0.001 -0.012 0.001
H -2.127015 -3.775433 0.800232 0.007 -0.007 -0.007
H -2.971289 -3.135902 -0.616006 0.005 -0.005 0.002
H -3.837773 -4.151827 0.554177 0.002 0.001 0.008
Se -3.968225 1.388110 -0.975171 0.008 0.044 0.022
N -4.079106 3.126232 -1.312799 -0.006 0.006 -0.010
C -2.841974 3.584226 -1.392907 0.004 0.015 -0.001
C -2.399214 4.916302 -1.665886 -0.006 -0.010 0.003
C -1.059980 5.128588 -1.720225 0.007 -0.007 0.015
C -0.121711 4.062990 -1.497413 0.030 0.019 0.075
N -0.479703 2.845014 -1.229378 -0.115 -0.131 -0.055
C -1.827611 2.603324 -1.195605 0.051 -0.014 0.006
N -2.205670 1.366599 -0.972525 -0.114 0.054 -0.045
H -3.116719 5.708673 -1.828861 -0.002 -0.001 0.001
H -0.665655 6.112632 -1.930917 0.002 0.000 -0.001
H 0.943413 4.261505 -1.540827 0.001 -0.005 -0.022
C 3.335253 0.780658 0.723644 0.001 0.017 -0.005
Si 3.324151 0.344559 -1.105684 0.014 -0.016 -0.003
C 3.551910 -1.509609 -1.297583 -0.014 -0.007 0.010
C 4.867741 1.143300 -1.845155 -0.002 0.003 0.001
C 1.817744 1.082427 -1.900073 -0.047 0.096 -0.072
Si 1.461240 0.757479 -3.699960 0.000 0.018 -0.018
C 1.780158 -1.006815 -4.248426 -0.002 0.007 0.007
C 2.483735 1.909398 -4.786482 0.003 -0.001 0.001
C -0.346428 1.129318 -4.131173 0.006 -0.006 -0.029
H 4.178610 0.313585 1.239491 -0.006 0.006 0.011
H 2.412325 0.455590 1.205060 -0.017 0.012 0.006
H 3.420607 1.863620 0.853412 -0.011 0.006 0.000
H 4.329033 -1.848788 -0.606327 0.001 -0.004 -0.001
H 3.875386 -1.766446 -2.307500 0.008 0.006 -0.012
H 2.636258 -2.062490 -1.088657 0.015 -0.003 0.003
H 5.768239 0.823396 -1.313868 -0.003 -0.003 0.003
H 4.815531 2.233792 -1.785835 0.008 0.001 -0.005
H 4.992925 0.873846 -2.896789 -0.002 -0.004 0.000
H 2.015112 2.168916 -1.847812 0.003 0.002 0.007
H 2.848118 -1.227119 -4.298731 0.004 0.004 0.007
H 1.362442 -1.160745 -5.246966 0.005 -0.009 0.000
H 1.317826 -1.727369 -3.571612 -0.005 -0.004 0.008
H 3.554007 1.766998 -4.623461 -0.002 -0.001 -0.001
H 2.254795 2.956622 -4.568970 0.001 0.000 0.001
H 2.278576 1.738339 -5.846397 -0.001 0.000 -0.002
H -1.035787 0.481602 -3.581220 -0.002 -0.003 0.006
H -0.505730 0.945852 -5.197833 -0.016 0.005 0.003
H -0.618139 2.171694 -3.937175 0.018 -0.012 0.000
```
Forces are in eV/Å.

Computed properties:
2S+1: 2
E_LUMO (spin up / spin down), eV: -1.8908 / -1.8922
Orbital gap (spin up / spin down), eV: 5.94 / 5.71
Charge: 0
Largest force on an atom, eV Å⁻¹: 0.270
ΔE to the lowest compared entry with this formula, charge and spin, kcal per mole: 1.2

These are the Löwdin partial charges, in e, on atoms 1 to 2: number 1, Co, carries 0.20; number 2, C, carries -0.02